(1)
# H4NS

A cluster of 2 separate species, H4NS in total (the ωB97M-V functional and the def2-TZVPD basis, the OMol25 dataset).

Each line ends with the Mulliken charge.
Positions of all 6 atoms, in Å:
N (2.13, 0.09, -0.13)  -0.6580
H (2.20, 0.45, 0.80)  0.2270
H (2.53, 0.82, -0.74)  0.1811
H (1.15, 0.18, -0.44)  0.1853
S (-1.28, -0.19, 0.10)  -0.8924
H (-1.01, 1.13, -0.09)  -0.0430

Summary:
energy relative to the best compared isomer or geometry (same formula, charge and spin): 0.161 eV
LUMO: 4.70 eV
HOMO-LUMO gap: 7.2 eV
charge: -1

(2)
# C2H7ClO2Si

A structure of composition C2H7ClO2Si (the ωB97M-V functional and the def2-TZVPD basis, the OMol25 dataset).

Each line ends with the Mulliken charge.
Positions of all 13 atoms, in Å:
C (-1.31, -1.22, -0.88)  -1.0939
C (2.63, 0.51, -0.42)  -0.3249
O (-0.35, 1.46, 0.28)  -0.3341
O (-1.48, -0.46, 1.82)  -0.4915
Si (-0.79, -0.03, 0.44)  0.7428
Cl (2.16, 2.26, -0.31)  -0.2599
H (-2.10, -1.92, -0.59)  0.3434
H (-1.62, -0.69, -1.74)  0.3822
H (-0.60, -1.84, -1.27)  0.4012
H (1.54, 0.00, -0.20)  -0.2621
H (3.29, 0.22, 0.42)  0.1316
H (0.60, 1.67, -0.14)  0.3740
H (-1.97, 0.06, 2.59)  0.3912

Summary:
energy relative to the best compared isomer or geometry (same formula, charge and spin): 5.575 eV
LUMO (alpha / beta): -0.82 / -0.82 eV
HOMO-LUMO gap (alpha / beta): 5.6 / 5.6 eV
charge: 0

(3)
# C4H6N2S2

The molecule C4H6N2S2 (the ωB97M-V functional and the def2-TZVPD basis, the OMol25 dataset).

Each line ends with the Mulliken charge.
Positions of all 14 atoms, in Å:
C (-0.68, -0.43, 0.06)  0.6748
C (0.55, -1.34, 0.14)  -0.5814
C (1.34, 0.83, 0.11)  -0.6676
C (-0.17, 0.96, 0.03)  0.2853
H (-2.99, 1.11, -0.12)  0.0831
H (0.72, -1.64, 1.23)  0.1916
H (0.42, -2.24, -0.45)  0.3574
H (1.74, -0.54, -1.32)  0.3103
H (1.85, 1.60, -0.49)  0.3803
H (1.67, 0.99, 1.15)  0.2407
N (-1.84, -0.95, 0.04)  -0.5137
N (1.68, -0.53, -0.30)  -0.3883
S (-3.32, -0.20, -0.07)  -0.0415
S (-0.97, 2.38, -0.02)  -0.3311

Summary:
energy relative to the best compared isomer or geometry (same formula, charge and spin): 1.803 eV
LUMO: -1.27 eV
HOMO-LUMO gap: 7.3 eV
charge: 0
SMILES: S=C1CNC/C1=N/S

(4)
# C54H36Cl5N4O2P2Se2TeTl

A structure of composition C54H36Cl5N4O2P2Se2TeTl (the ωB97M-V functional and the def2-TZVPD basis, the OMol25 dataset).

Each line ends with the Mulliken charge.
Positions of all 107 atoms, in Å:
Tl (-0.53, -2.56, -0.46)  0.9055
Se (3.39, 3.88, -0.12)  -0.2713
P (1.47, 3.49, 0.62)  1.0489
C (0.24, 4.62, -0.07)  0.5333
C (-0.16, 5.77, 0.60)  -0.4422
C (-1.03, 6.65, -0.02)  -0.6969
C (-1.50, 6.39, -1.30)  -0.5225
C (-1.08, 5.25, -1.98)  -0.7741
C (-0.21, 4.37, -1.37)  -0.3154
C (1.31, 3.62, 2.43)  -0.1458
C (0.05, 3.49, 3.02)  0.0284
C (-0.08, 3.58, 4.39)  -0.7970
C (1.04, 3.79, 5.18)  -0.5268
C (2.30, 3.90, 4.60)  -0.7303
C (2.43, 3.82, 3.22)  -0.3749
C (0.75, 1.86, 0.29)  0.3995
C (1.20, 0.56, 0.03)  -0.6627
N (0.09, -0.21, 0.01)  0.9684
N (-0.96, 0.55, 0.24)  -0.1714
N (-0.60, 1.79, 0.40)  -0.7193
P (2.69, -0.27, -0.53)  0.4493
Se (2.23, -2.15, -1.45)  -0.3420
C (3.80, -0.43, 0.90)  0.3826
C (4.22, 0.72, 1.58)  0.4195
C (5.03, 0.58, 2.70)  -0.8327
C (5.42, -0.68, 3.13)  -0.6258
C (5.01, -1.81, 2.45)  -0.6857
C (4.20, -1.69, 1.33)  -0.6142
C (3.43, 0.80, -1.77)  0.5249
C (4.80, 1.01, -1.84)  -0.3110
C (5.32, 1.80, -2.86)  -0.6698
C (4.47, 2.37, -3.79)  -0.5670
C (3.11, 2.14, -3.74)  -0.5382
C (2.58, 1.35, -2.73)  -0.4006
H (0.21, 5.96, 1.60)  0.4482
H (-1.35, 7.55, 0.50)  0.4067
H (-2.18, 7.08, -1.78)  0.3818
H (-1.44, 5.05, -2.98)  0.4423
H (0.14, 3.48, -1.89)  0.2707
H (-0.82, 3.31, 2.39)  0.3997
H (-1.06, 3.49, 4.85)  0.4252
H (0.94, 3.86, 6.26)  0.3978
H (3.17, 4.05, 5.22)  0.4252
H (3.40, 3.92, 2.75)  0.4568
H (3.93, 1.70, 1.23)  -0.1698
H (5.36, 1.46, 3.23)  0.4624
H (6.04, -0.78, 4.01)  0.3871
H (5.31, -2.79, 2.79)  0.4361
H (3.88, -2.57, 0.78)  0.4318
H (5.46, 0.56, -1.10)  0.4156
H (6.39, 1.98, -2.91)  0.4084
H (4.88, 3.01, -4.57)  0.3937
H (2.45, 2.58, -4.47)  0.4309
H (1.52, 1.15, -2.69)  0.3163
O (-4.64, -3.24, 0.72)  -0.7563
C (-3.46, -2.97, 0.56)  0.2005
O (-2.71, -3.30, -0.42)  -0.5266
C (-2.78, -2.15, 1.68)  0.7326
C (-3.60, -1.61, 2.69)  -1.0483
C (-3.02, -0.86, 3.67)  -1.1512
C (-1.62, -0.68, 3.69)  1.2166
C (-0.95, 0.10, 4.66)  -0.8406
C (0.41, 0.24, 4.63)  -0.9154
C (1.17, -0.41, 3.63)  -0.4038
C (0.55, -1.16, 2.67)  0.0695
C (-0.86, -1.29, 2.66)  -0.4132
N (-1.48, -2.00, 1.67)  0.3552
H (-4.66, -1.80, 2.64)  0.6266
H (-3.61, -0.40, 4.46)  0.4473
H (-1.54, 0.59, 5.42)  0.4150
H (0.91, 0.84, 5.37)  0.5014
H (2.24, -0.31, 3.63)  0.3351
H (1.13, -1.66, 1.91)  0.5047
Cl (0.49, -4.36, 2.66)  -0.1436
C (0.40, -5.30, 1.22)  1.3351
C (0.06, -4.70, 0.02)  -1.3325
C (-0.03, -5.52, -1.10)  1.0605
Cl (-0.46, -4.79, -2.59)  -0.1331
C (0.24, -6.89, -1.05)  -0.4624
Cl (0.08, -7.86, -2.46)  -0.2025
C (0.62, -7.45, 0.16)  0.6555
Cl (1.01, -9.12, 0.23)  -0.1953
C (0.71, -6.66, 1.30)  -0.3648
Cl (1.19, -7.36, 2.79)  -0.1950
Te (-1.91, -0.65, -2.31)  0.4451
C (-2.07, -1.36, -4.33)  0.3368
C (-2.17, -2.70, -4.67)  -0.3672
C (-2.25, -3.07, -6.00)  -0.8593
C (-2.24, -2.11, -7.00)  -0.4793
C (-2.13, -0.77, -6.66)  -0.6085
C (-2.04, -0.39, -5.33)  -0.5941
C (-3.97, -0.84, -1.87)  0.3434
C (-4.75, -1.84, -2.41)  -0.2195
C (-6.10, -1.88, -2.09)  -0.6307
C (-6.65, -0.93, -1.25)  -0.5363
C (-5.85, 0.06, -0.70)  -0.6322
C (-4.50, 0.11, -1.00)  -0.3563
H (-2.19, -3.46, -3.90)  0.6763
H (-2.33, -4.12, -6.26)  0.4305
H (-2.31, -2.40, -8.04)  0.3827
H (-2.12, -0.01, -7.43)  0.4114
H (-1.96, 0.66, -5.06)  0.4273
H (-4.33, -2.59, -3.05)  0.2966
H (-6.72, -2.67, -2.50)  0.3918
H (-7.71, -0.96, -1.01)  0.3819
H (-6.28, 0.80, -0.02)  0.4199
H (-3.86, 0.87, -0.57)  0.4794

Summary:
energy relative to the best compared isomer or geometry (same formula, charge and spin): 0.384 eV
LUMO: -0.79 eV
HOMO-LUMO gap: 7.4 eV
charge: 0